14
Properties=species:S:1:pos:R:3:mulliken_charge:R:1 method="wB97M-V/def2-TZVPD" total_energy_ha=-307.47989 homo_lumo_gap_ev=7.5 de_lowest_kcal_mol=145.9 lumo_ev=0.41
C 0.8331 0.2351 1.4682 -0.5508
C 0.5652 0.1559 -0.6783 -0.4526
C -0.2044 1.1149 -1.5449 -0.9752
O -0.4741 -0.2379 0.4785 -0.0313
C -0.9831 -1.5011 0.5394 0.1334
O -0.9483 -2.2801 -0.3695 -0.4409
H 1.2389 1.2263 1.3146 0.2819
H 0.2367 0.1874 2.3895 0.2769
H 1.5937 -0.5366 1.4184 0.3182
H 0.7197 -0.7991 -1.1914 0.2278
H -1.1004 0.6751 -2.0151 0.2777
H 0.4613 1.4519 -2.3486 0.3548
H -0.5230 2.0086 -0.9925 0.2413
H -1.4154 -1.7005 1.5315 0.3387